Record 1
C25H42Cl3HoN4O3Si as an isolated structure in a non-equilibrium geometry. Source: the OMol25 dataset; level of theory: ωB97M-V/def2-TZVPD.

```
79
Properties=species:S:1:pos:R:3:forces:R:3
C 0.0193 5.2669 -1.7944 0.31 0.15 -0.42
C 1.0074 4.4831 -0.9619 -0.94 -2.74 -1.11
H 0.4987 6.2102 -2.0809 -0.34 -0.13 -0.26
H -0.9306 5.4872 -1.2706 0.60 -0.20 0.00
H -0.2181 4.6731 -2.6868 -0.06 0.35 0.11
C 2.1211 5.0980 -0.3678 1.21 0.57 0.50
C 2.1647 6.5342 -0.0581 0.14 0.53 0.51
H 3.0134 4.5019 -0.2103 -0.11 0.11 0.12
H 1.1923 6.9141 0.2823 0.11 -0.01 -0.18
H 2.5024 7.1662 -0.8921 -0.07 -0.06 0.02
H 2.8743 6.6915 0.7588 0.01 0.18 -0.06
Ho -1.3488 -0.9561 0.7514 0.98 0.08 0.18
Cl -0.7800 -0.3249 -1.7780 0.01 0.15 -1.21
Cl -3.5514 -1.5722 1.8520 -1.19 -0.17 0.55
H -3.2261 -5.7843 0.7512 -0.06 0.09 -0.13
H -4.2621 -5.5483 -1.8365 -0.04 0.31 0.16
C -3.4424 -4.7095 0.7689 -0.11 0.04 0.12
C -4.3465 -4.4907 -1.5351 0.12 0.02 -0.04
N -3.3236 -4.1298 -0.5618 0.31 -0.31 -0.28
H -2.7552 -4.2093 1.4463 -0.10 0.00 -0.12
C -2.2642 -3.3931 -0.8988 0.82 0.79 1.97
O -1.3787 -3.0242 -0.0657 -1.43 -2.28 -2.06
H -4.2266 -3.8610 -2.4234 -0.11 -0.14 0.17
H -2.2304 -3.0204 -1.9233 -0.01 -0.05 -0.17
H -4.4625 -4.5433 1.1252 0.17 -0.04 0.02
H -5.3421 -4.3226 -1.0953 0.35 -0.01 -0.19
H -1.1695 3.9124 1.7011 0.07 -0.30 0.31
H 1.8515 4.0961 2.5981 -0.10 0.05 0.18
C -1.0655 3.4815 2.7093 0.14 0.13 -0.22
C 1.3124 3.5704 3.3970 0.04 -0.08 -0.23
N 0.2164 2.7738 2.8479 0.04 -0.26 0.46
H -1.9208 2.8311 2.9167 0.33 0.01 -0.08
C 0.4403 1.4679 2.6369 -1.37 -0.94 -0.36
O -0.3848 0.6135 2.2297 1.83 1.67 1.46
H 2.0065 2.9097 3.9282 -0.07 0.28 -0.07
H 1.4721 1.1601 2.8959 -0.27 0.16 -0.14
H -1.0299 4.3099 3.4295 -0.23 -0.30 -0.13
H 0.8976 4.3130 4.0843 0.20 -0.21 -0.01
O 0.3019 3.4826 -0.2216 0.79 -1.11 0.70
C 1.1830 2.8890 -1.1910 -1.33 1.55 -0.36
C 2.8783 2.1418 0.5074 -0.25 0.19 -0.12
C 2.3368 2.0471 -0.7837 0.69 -1.13 0.33
H 2.3263 2.7509 1.2327 0.54 -0.12 -0.43
C 4.0300 1.4481 0.8783 -0.03 -0.17 0.04
H 0.6245 2.4978 -2.0415 0.09 0.06 0.04
C 2.8983 1.0303 -1.6257 -0.31 0.75 0.30
H 4.4231 1.5846 1.8905 -0.06 -0.08 -0.35
C 4.6521 0.5667 -0.0115 -0.01 0.35 0.18
C 4.0542 0.3352 -1.2537 -0.05 0.11 0.18
H 2.3977 0.7508 -2.5552 0.13 0.32 0.17
H 5.5892 0.0667 0.2791 -0.60 0.16 -0.20
H 4.5001 -0.4192 -1.9143 -0.37 0.38 0.19
Si -3.9221 1.8298 -0.8572 0.03 -1.34 1.53
Cl -2.0515 1.4877 0.3876 -2.56 2.67 -1.61
C -5.2435 1.7230 0.4896 -0.03 0.27 -0.04
C -4.1065 0.3715 -1.9987 0.21 -0.10 -0.37
C -4.1290 3.4341 -1.7611 0.45 0.48 -0.15
H -4.8822 1.2599 1.4197 -0.04 0.07 -0.38
H -6.0841 1.1130 0.1159 0.25 0.25 0.13
H -5.6192 2.7352 0.7137 0.03 -0.33 0.04
H -4.1601 4.2943 -1.0756 0.06 -0.24 -0.23
H -5.0991 3.3881 -2.2918 0.38 -0.09 0.25
H -3.3384 3.5931 -2.5082 -0.23 0.05 0.16
H -3.1413 -0.1008 -2.2073 -0.09 0.14 0.01
H -4.5124 0.7118 -2.9605 -0.04 -0.06 0.14
H -4.7705 -0.3951 -1.5839 0.04 0.23 0.08
N 4.6320 -3.6254 0.2376 1.18 -0.56 0.04
C 3.5148 -2.8677 0.2952 -0.84 0.32 0.02
C 3.1455 -2.1814 1.4759 -0.23 0.11 -0.31
C 1.9267 -1.5097 1.5123 0.13 -0.80 -0.86
N 1.0550 -1.5453 0.4847 1.33 0.31 -0.14
C 1.4914 -2.0660 -0.6906 0.38 -0.25 0.57
C 2.6949 -2.7358 -0.8457 -0.35 0.39 0.85
H 5.1658 -3.8291 1.0720 -0.25 0.10 -0.29
H 4.8213 -4.2054 -0.5702 -0.16 0.27 0.33
H 3.7997 -2.1636 2.3449 -0.04 -0.07 -0.18
H 1.6195 -0.9383 2.3915 0.01 -0.38 -0.18
H 0.8494 -1.9027 -1.5491 -0.09 -0.20 0.28
H 2.9702 -3.1419 -1.8188 0.02 0.03 0.30
```
Forces are in eV/Å.

Values from the calculation:
HOMO level (spin up / spin down) = -5.7473 / -4.4410 eV
M = 746.01 g mol⁻¹
multiplicity = 5
largest force on an atom = 4.03 eV/A

***

Record 2
AsF6H24O12 as an isolated structure in a non-equilibrium geometry. Source: the OMol25 dataset; level of theory: ωB97M-V/def2-TZVPD.

```
43
Properties=species:S:1:pos:R:3:forces:R:3
As 0.1931 -0.2273 0.2660 -0.19 -1.03 1.48
F 1.7705 0.2351 -0.4514 -2.07 -0.33 0.42
F -0.3109 -1.2113 -1.1581 0.97 0.57 0.76
F -1.2888 -0.8420 0.9949 0.74 0.56 -0.33
F 0.5445 0.6227 1.7948 0.05 0.11 -1.74
F -0.7077 1.1139 -0.3732 0.94 -0.34 0.36
F 1.0548 -1.5728 1.0313 -0.07 1.23 -1.16
O 0.2026 -0.3765 -3.6649 0.09 -0.45 -0.70
H 0.0783 -0.8527 -2.8439 -0.12 -0.07 0.59
H 0.3130 -1.0609 -4.3250 0.09 -0.02 -0.31
O -0.5996 -4.2515 -1.3900 0.13 -0.20 0.10
H -0.8581 -3.3318 -1.4492 -0.03 0.45 0.14
H -0.9260 -4.6451 -2.1992 -0.08 -0.18 -0.13
O 3.2709 2.6360 -0.2224 0.29 0.43 0.16
H 4.0186 2.1276 -0.5366 0.12 -0.16 0.00
H 2.5054 2.1273 -0.4898 -0.32 -0.11 -0.16
O 3.6883 -0.0707 -3.6005 0.21 -0.26 -0.23
H 4.1913 0.6837 -3.2935 0.07 0.19 0.07
H 2.8755 -0.0386 -3.0959 -0.42 0.11 0.15
O -3.3065 1.6222 0.0822 -0.69 0.16 -0.63
H -2.4680 1.3931 -0.3186 -0.03 -0.14 -0.02
H -3.1202 1.6660 1.0201 0.12 0.14 0.48
O -2.9538 -2.5837 2.5731 -0.40 -0.30 0.26
H -2.2423 -2.4065 1.9576 0.47 0.01 -0.05
H -3.6549 -1.9889 2.3070 -0.11 0.19 -0.07
O -1.4734 4.2472 -0.2817 0.34 0.24 -0.12
H -2.0604 3.6006 0.1103 -0.33 -0.46 0.16
H -1.9454 5.0765 -0.2067 -0.08 0.16 -0.03
O 0.4387 2.0057 -2.6123 0.39 0.77 0.02
H 0.3911 1.2708 -3.2237 0.00 -0.17 -0.27
H -0.2133 1.8026 -1.9416 -0.05 0.26 -0.02
O 0.0719 -3.6955 1.8750 -0.41 -0.73 0.49
H -0.2051 -4.0719 1.0396 -0.05 -0.21 -0.27
H 0.6035 -2.9375 1.6322 -0.03 -0.14 0.09
O -2.2756 2.3302 2.5079 -0.33 0.42 -0.32
H -1.9098 1.5736 2.9662 0.33 -0.50 0.54
H -2.3712 2.9986 3.1864 -0.04 0.13 0.07
O 3.5751 -1.9389 0.1867 0.72 -0.19 0.03
H 3.2140 -2.1473 -0.6749 -0.09 -0.02 -0.17
H 2.9505 -1.3203 0.5655 -0.08 0.02 0.05
O -0.6910 0.6166 4.0945 -0.47 0.02 0.53
H -0.2435 1.0466 4.8232 0.02 0.07 0.24
H -0.1256 0.7751 3.3386 0.39 -0.22 -0.43
```
Forces are in eV/Å.

Values from the calculation:
charge = -1
HOMO level = -7.9389 eV
M = 405.09 g mol⁻¹
multiplicity = 1
largest force on an atom = 2.13 eV/A

***

Record 3
A 4-piece molecular cluster, C30H69BF2IN5O8PS overall in a non-equilibrium geometry. Source: the OMol25 dataset; level of theory: ωB97M-V/def2-TZVPD.

```
118
Properties=species:S:1:pos:R:3:forces:R:3
C -2.9782 -2.9836 -0.3098 -0.27 0.15 -0.24
C -2.0705 -2.1973 -0.9225 -0.01 0.00 0.26
C -0.5433 -2.1165 -0.6215 -1.11 -1.27 -1.57
B -0.2788 -3.6728 -0.3178 0.43 0.01 0.25
O -0.5023 -4.0235 1.0086 0.38 0.52 0.03
N 0.0390 -4.6194 -1.3480 0.14 -0.11 0.31
C 1.0447 -5.6108 -0.9540 -0.01 0.17 0.28
C -1.0508 -5.2006 -2.1328 0.40 0.08 -0.48
C 0.0680 -1.4810 -1.9048 0.30 0.20 -0.02
C 1.3785 -2.0367 -2.4931 0.36 0.33 -0.36
C 2.6498 -2.0225 -1.6497 -0.02 -0.55 -0.48
C 3.9031 -2.0631 -2.5476 -0.31 -0.09 0.15
S 5.1646 -0.8569 -2.1605 0.75 -0.33 -0.50
O 6.0672 -1.4359 -1.2235 -0.31 0.11 0.46
O 5.6748 -0.3445 -3.3922 -0.26 0.17 -0.09
O 4.4000 0.3201 -1.4033 -0.10 -0.12 -0.08
C 0.0476 0.0843 -1.9876 -0.19 0.16 -0.15
F 1.3804 0.5355 -2.1014 0.04 -0.01 0.19
C -0.6320 0.5564 -3.2836 0.53 -0.38 -0.30
C -0.1610 -0.0681 -4.5893 0.00 0.14 0.01
F 1.0799 0.4418 -4.9508 0.05 -0.08 0.07
C -0.4962 0.8553 -0.7498 0.21 0.60 0.39
P -1.7726 2.1796 -1.1242 -1.43 -0.47 -0.78
C -2.3680 2.6915 0.5291 0.68 -0.01 0.19
O -0.9008 3.4567 -1.6752 0.24 -0.17 0.44
C -1.1284 0.0823 0.4020 -0.05 0.52 0.18
N -0.5572 -1.2835 0.6504 0.30 0.34 0.00
C 0.6330 -1.0730 1.5830 -0.20 -0.08 0.85
I 2.2572 -2.4468 1.6477 0.14 -0.10 0.14
C 0.0564 -1.0080 3.0204 0.50 0.35 -0.19
C 0.8763 -0.0499 3.8862 -0.41 0.07 -0.06
H -2.9255 -4.0625 -0.2022 0.82 0.19 1.36
H -3.9113 -2.5344 0.0252 -0.63 -0.34 -1.36
H -2.4340 -1.4991 -1.6811 -0.14 0.96 0.97
H 0.2345 -4.4564 1.4553 -0.24 -0.39 0.00
H 0.6255 -6.4758 -0.4275 -0.02 -0.08 -0.14
H 1.5985 -5.9316 -1.8371 -0.10 -0.17 -0.01
H 1.7775 -5.1480 -0.2853 0.01 -0.02 -0.02
H -0.6329 -5.9832 -2.7680 0.00 0.01 -0.01
H -1.4789 -4.4592 -2.8091 -0.21 0.02 0.15
H -1.8274 -5.6717 -1.5200 -0.05 0.09 0.00
H -0.6470 -1.7634 -2.6795 -0.13 -0.14 0.16
H 1.5870 -1.4248 -3.3704 -0.05 0.11 0.03
H 1.2212 -3.0363 -2.8989 -0.18 -0.05 0.25
H 2.6722 -1.1499 -1.0053 0.04 -0.10 0.11
H 2.6766 -2.9365 -1.0590 -0.04 0.27 0.20
H 4.4085 -3.0214 -2.4362 0.18 0.08 -0.03
H 3.6724 -1.9533 -3.6068 -0.03 0.24 0.03
H 3.9414 0.8555 -2.0715 0.05 0.12 0.05
H -1.7088 0.3918 -3.2293 -0.03 0.17 0.17
H -0.4074 1.6197 -3.3867 -0.34 0.08 0.08
H -0.8647 0.2041 -5.3770 0.02 -0.03 -0.03
H -0.0664 -1.1541 -4.5633 -0.12 -0.02 -0.03
H 0.3596 1.4039 -0.3403 0.17 -0.21 -0.10
H -1.5945 2.8353 1.2896 -0.06 0.18 0.02
H -2.9047 3.6262 0.3692 0.01 0.02 0.03
H -3.0862 1.9548 0.8886 -0.08 0.06 -0.01
H -1.4647 3.9380 -2.2961 0.11 0.07 -0.09
H -2.2145 0.0119 0.3463 0.05 -0.41 -0.38
H -0.9572 0.6684 1.3020 0.04 -0.14 0.09
H -1.2630 -1.7514 1.2241 0.21 -0.33 -0.01
H 1.0713 -0.1028 1.3676 0.05 -0.12 -0.49
H -0.9633 -0.6122 2.9845 -0.09 -0.22 0.02
H 0.0705 -2.0121 3.4411 -0.35 0.01 0.04
H 0.8728 0.9440 3.4314 0.19 -0.01 -0.01
H 0.3898 0.0706 4.8534 0.15 -0.14 0.09
H 1.8980 -0.3952 4.0288 0.02 0.05 0.02
C -2.4782 5.6806 -5.3835 0.03 -0.07 -0.02
C -3.9834 5.6901 -5.1358 0.17 0.07 0.07
C -4.6979 6.9301 -5.6876 -0.16 -0.05 -0.06
O -4.5172 8.1030 -4.9227 0.08 -0.04 0.02
C -3.3144 8.8108 -5.1586 -0.06 0.08 0.04
N -4.2305 5.5053 -3.7007 0.00 0.01 0.05
H -1.9526 6.3470 -4.6987 -0.03 0.04 -0.01
H -2.0801 4.6759 -5.2317 -0.01 0.00 0.02
H -2.2401 5.9830 -6.4041 0.01 0.01 0.00
H -4.4071 4.8273 -5.6588 -0.06 0.03 -0.01
H -5.7732 6.7359 -5.6676 0.00 0.04 0.03
H -4.4213 7.1082 -6.7350 0.08 -0.02 0.02
H -3.0161 8.7509 -6.2096 0.01 -0.02 0.00
H -2.4969 8.4472 -4.5307 0.03 -0.02 -0.06
H -3.4969 9.8540 -4.9055 -0.02 0.00 -0.01
H -5.2279 5.3952 -3.5427 0.01 -0.10 0.00
H -4.0024 6.3824 -3.2383 0.03 -0.01 -0.01
C -3.0317 5.4427 6.1451 0.01 0.05 0.08
C -2.3478 4.0797 6.1723 -0.14 0.11 -0.15
C -1.0104 4.0403 5.4230 0.09 -0.12 0.13
O -1.1197 4.0097 4.0091 0.04 0.05 -0.04
C -1.3278 5.2674 3.3885 -0.08 -0.12 -0.14
N -3.2908 3.0679 5.6869 0.19 -0.12 -0.06
H -3.5150 5.6325 5.1865 0.02 -0.02 -0.02
H -3.8054 5.4856 6.9102 -0.02 -0.03 -0.03
H -2.3208 6.2480 6.3380 0.00 0.00 -0.01
H -2.1223 3.8452 7.2169 0.05 -0.02 -0.01
H -0.4988 3.1116 5.6916 0.00 -0.01 -0.05
H -0.3605 4.8679 5.7335 -0.06 0.05 -0.01
H -0.8055 6.0745 3.9086 0.01 -0.04 0.05
H -2.3915 5.5088 3.3270 0.02 0.09 0.04
H -0.9367 5.1972 2.3732 0.03 0.01 0.01
H -2.8924 2.1423 5.8149 -0.06 -0.01 0.11
H -3.3732 3.1758 4.6795 -0.09 0.06 0.02
C 5.2938 -7.4570 4.1060 -0.02 -0.09 0.02
C 4.1349 -6.4657 4.1225 0.24 0.03 -0.02
C 3.4792 -6.2580 2.7518 -0.18 0.00 0.05
O 4.2151 -5.4494 1.8510 -0.14 0.08 -0.06
C 5.2604 -6.1079 1.1515 0.04 0.12 -0.06
N 4.5940 -5.2109 4.7209 -0.21 0.10 -0.16
H 6.1990 -7.0115 3.6936 -0.02 0.02 -0.02
H 5.5243 -7.7744 5.1217 0.02 0.04 0.01
H 5.0497 -8.3458 3.5213 0.00 0.00 -0.01
H 3.3581 -6.8766 4.7750 -0.04 0.01 -0.04
H 2.5345 -5.7254 2.9114 0.02 0.04 -0.02
H 3.2331 -7.2197 2.2818 0.07 -0.03 0.02
H 4.9927 -7.1435 0.9238 0.01 -0.01 0.02
H 6.1953 -6.0887 1.7132 -0.01 -0.08 0.01
H 5.4183 -5.5681 0.2186 -0.02 0.00 0.00
H 3.8064 -4.5827 4.8523 0.00 -0.04 0.12
H 5.1918 -4.7363 4.0495 0.11 -0.05 0.07
```
Forces are in eV/Å.

Values from the calculation:
charge = +1
HOMO level = -11.0711 eV
M = 866.66 g mol⁻¹
multiplicity = 1
largest force on an atom = 2.30 eV/A